# C70H210N16O27

27 unconnected molecules or ions with the total composition C70H210N16O27 at a distorted geometry (the ωB97M-V functional and the def2-TZVPD basis, the OMol25 dataset).

```
323
Properties=species:S:1:pos:R:3:forces:R:3:lowdin_charge:R:1
C 15.8331 16.6954 10.4257 2.38 0.80 1.27 -0.04
C 16.5402 16.7605 11.8179 -1.07 -1.12 -0.32 -0.31
O 17.1067 15.4958 12.0794 2.72 0.37 -2.14 -0.07
H 15.2942 17.6131 10.2784 -0.30 0.28 -0.54 0.05
H 15.2160 15.8474 10.4569 -1.15 -0.98 0.04 0.05
H 16.5993 16.4956 9.6649 -0.26 0.40 -0.01 0.08
H 15.8089 16.8300 12.5921 -0.95 0.91 0.36 0.07
H 17.2853 17.5317 11.9952 0.14 0.21 -0.53 0.08
H 16.6876 15.0400 12.7562 -1.61 -1.01 1.73 0.02
C 16.4699 26.9112 17.0874 0.75 1.03 -2.19 -0.05
C 17.3980 25.9702 16.3005 -0.80 -1.17 1.21 -0.28
O 18.4316 25.4453 17.1280 0.44 0.47 0.95 -0.14
H 17.1062 27.7284 17.4372 -0.05 0.07 0.26 0.07
H 15.8970 26.5497 17.8923 -0.49 -0.96 0.98 0.05
H 15.7827 27.3976 16.3704 0.12 -0.25 0.26 0.08
H 17.8688 26.5223 15.5341 0.33 0.76 -1.13 0.07
H 16.9215 25.0807 15.8342 0.14 0.86 0.41 0.09
H 18.8385 26.1923 17.6446 -0.11 -0.77 -0.43 0.06
C 14.7529 24.5061 21.6563 0.36 -0.03 1.22 -0.09
C 14.5289 23.2720 20.8116 0.36 -0.78 0.51 -0.32
O 15.6182 22.6142 20.1664 0.79 0.68 0.62 -0.12
H 15.2844 24.2340 22.6240 -0.82 0.26 -0.95 0.09
H 13.7160 24.8879 21.8723 1.17 -0.09 0.04 0.09
H 15.3814 25.2858 21.2195 -0.32 0.01 -0.34 0.06
H 13.8279 23.4586 20.0474 -1.14 0.56 -0.94 0.09
H 14.0618 22.5640 21.4944 -0.07 -0.40 -0.09 0.10
H 16.3435 23.2724 20.0477 -0.30 -0.36 -0.10 0.04
O 21.8226 17.8326 17.4129 -0.16 -0.49 -2.87 -0.02
H 21.5967 18.6882 17.0440 0.03 0.33 -0.73 -0.01
H 21.8107 17.9605 18.3177 0.26 0.10 3.11 -0.07
O 21.1043 20.5731 19.9788 0.71 -1.77 0.06 -0.07
H 21.4053 20.9662 19.1556 0.03 0.04 -0.10 0.01
H 21.5112 19.6411 19.9682 -0.64 1.73 0.05 0.04
O 15.2443 12.5182 14.2653 1.76 0.49 -1.26 -0.04
H 16.2086 12.3829 14.3739 -0.55 0.33 -0.44 0.02
H 14.9453 12.0783 15.0271 -1.19 -0.73 1.64 -0.02
O 16.3905 17.0570 20.6393 1.20 0.03 -0.03 -0.14
H 16.4504 18.0490 20.6944 0.05 -0.77 0.25 -0.01
H 17.3329 16.7187 20.7676 -1.34 0.47 -0.30 0.02
O 15.2446 16.4718 17.3421 0.80 0.76 -0.10 -0.07
H 15.2394 16.6942 18.2821 -0.01 -0.15 0.18 0.02
H 16.1910 16.6664 17.0917 -0.31 -0.08 0.13 0.03
O 17.7092 24.4160 19.6105 -0.64 -0.93 0.12 -0.04
H 17.8581 24.6226 18.6782 0.24 0.38 -0.38 0.02
H 18.0341 25.1374 20.1473 0.32 0.43 0.22 0.01
O 14.0148 14.2223 17.0695 1.51 0.25 -0.76 -0.09
H 14.4570 15.1282 17.0032 -0.43 -1.01 0.36 0.00
H 13.1365 14.3850 17.3562 -1.35 0.32 0.64 -0.01
O 18.2110 22.7574 14.5335 2.55 -3.46 1.43 -0.05
H 17.9606 21.9257 15.0720 0.42 1.81 -1.16 0.06
H 17.4551 23.2573 14.3961 -2.67 1.53 -0.36 -0.05
C 19.2512 12.5816 14.2627 1.17 -0.92 0.36 -0.06
C 19.3860 13.8712 15.0118 -1.46 -0.17 1.01 -0.40
C 20.2049 14.9138 14.3365 -0.06 1.60 -0.25 -0.24
O 21.5370 14.5760 14.4508 1.28 0.02 -0.14 -0.21
C 22.4635 15.3410 13.6681 0.68 -2.22 1.09 -0.07
N 18.0466 14.4382 15.4193 1.18 0.12 -0.39 0.07
H 18.6222 11.9050 14.8561 0.23 -0.08 -0.15 0.07
H 20.2804 12.1192 14.1388 -1.26 0.37 -0.12 0.10
H 18.7708 12.7624 13.3249 -0.18 -0.08 -0.89 0.07
H 19.8989 13.5848 15.9634 -0.29 0.70 -0.44 0.15
H 20.0144 15.8445 14.8909 -0.01 0.24 -0.16 0.12
H 20.0219 15.1141 13.2635 -0.72 -0.31 0.26 0.13
H 22.1852 15.3963 12.6199 -0.21 0.18 -0.15 0.09
H 23.3281 14.6590 13.7918 0.07 0.75 -0.67 0.08
H 22.7586 16.2879 14.1017 -0.43 0.46 0.13 0.08
H 17.6105 13.7264 15.9743 -0.61 -0.25 0.54 0.01
H 17.3952 14.7087 14.6759 0.66 -0.37 -0.01 0.07
C 18.0589 21.6309 9.3157 -0.21 -1.02 -1.07 -0.05
C 18.0596 22.1725 10.6856 -0.26 -0.09 1.91 -0.43
C 17.2488 21.2003 11.5766 -0.57 1.49 -1.65 -0.17
O 15.9052 21.1441 11.0333 0.97 -0.51 0.43 -0.20
C 15.1020 20.1857 11.6610 -1.68 -0.13 -0.47 -0.12
N 19.4245 22.2656 11.2093 1.76 -0.51 0.82 0.06
H 18.9767 21.0728 9.1994 0.14 -0.64 -0.27 0.07
H 18.1059 22.3908 8.5602 -0.20 0.45 -0.46 0.07
H 17.1661 20.9793 9.1707 0.75 0.53 -0.21 0.10
H 17.5888 23.1705 10.6589 0.25 -0.35 0.46 0.11
H 17.1887 21.6063 12.5501 0.09 0.21 1.38 0.08
H 17.8463 20.2942 11.5649 -0.57 -0.76 -0.01 0.10
H 14.1627 20.0584 11.0758 0.53 0.42 0.23 0.11
H 14.7880 20.4056 12.6841 0.26 0.43 0.21 0.08
H 15.5142 19.2010 11.6677 0.82 -0.67 0.07 0.04
H 20.0577 21.4884 10.9455 -0.88 0.48 -0.64 0.06
H 19.5820 22.1685 12.2318 -1.21 0.72 -0.55 0.06
C 10.5285 20.2731 17.0457 -0.37 -0.29 -1.88 -0.05
C 11.8671 20.9364 16.6316 -0.34 -1.62 0.04 -0.39
C 12.9831 20.1077 17.2715 0.00 -0.94 -0.63 -0.18
O 12.4967 19.4503 18.4478 0.57 0.20 -0.43 -0.23
C 13.5070 19.2303 19.4086 0.52 0.06 0.25 -0.10
N 12.1439 21.0904 15.1673 -0.73 -0.90 0.67 0.05
H 10.4047 20.1997 18.1128 0.17 -0.16 0.28 0.05
H 10.3672 19.2676 16.5488 0.33 0.92 0.64 0.09
H 9.7376 20.9233 16.6865 -0.37 0.07 -0.18 0.07
H 11.8228 21.9059 17.0757 0.30 0.92 0.18 0.12
H 13.8348 20.7203 17.5175 0.47 0.35 0.15 0.11
H 13.3326 19.3385 16.5267 -0.24 0.65 0.76 0.11
H 13.8986 20.2282 19.7644 -0.01 -1.06 -0.25 0.10
H 14.3315 18.5337 19.0645 -0.67 0.97 0.11 0.09
H 13.0069 18.7118 20.2316 0.17 0.29 0.08 0.05
H 11.3731 21.6142 14.7717 -0.03 0.46 -0.03 0.06
H 12.0014 20.1725 14.7113 0.40 0.36 0.43 0.07
C 16.2986 26.5919 12.6826 -0.65 -1.14 0.51 -0.03
C 16.4331 25.2307 11.9978 -0.61 -0.51 2.25 -0.47
C 15.5619 24.2093 12.7339 0.01 -0.47 0.23 -0.17
O 15.8812 24.1800 14.1056 0.10 0.05 0.79 -0.26
C 14.7979 23.8316 14.9445 -0.05 -0.19 0.48 -0.08
N 16.0387 25.2320 10.6553 -0.28 0.34 -1.87 0.05
H 16.6907 26.3687 13.6935 -0.42 0.86 -0.36 0.06
H 15.2669 26.9776 12.6675 0.23 -0.28 0.25 0.09
H 16.9016 27.2945 12.1705 0.85 0.83 -0.35 0.06
H 17.4629 24.9716 12.2399 0.58 -0.50 -0.51 0.13
H 15.6017 23.1778 12.3543 0.33 0.26 -0.38 0.12
H 14.5328 24.4794 12.7159 -1.09 0.61 -0.67 0.12
H 14.3845 22.8395 14.7746 0.26 -0.38 -0.23 0.07
H 13.9355 24.4951 14.8859 0.08 0.52 -0.37 0.09
H 15.1527 23.8839 15.9739 0.10 -0.10 0.02 0.08
H 16.7035 25.7576 10.0909 -0.42 -0.51 -0.21 0.09
H 15.7382 24.3398 10.2464 0.60 0.61 0.27 0.09
C 25.0864 23.8089 17.8361 -0.18 -1.69 -0.87 -0.03
C 23.5874 23.6098 18.0276 -1.23 -1.88 -1.92 -0.44
C 22.9463 24.6910 18.7511 -1.81 0.56 0.49 -0.27
O 23.4949 24.8705 20.0187 0.58 2.50 0.02 -0.16
C 23.3470 23.8857 20.9641 0.79 -0.74 0.43 -0.13
N 22.7713 23.3489 16.7809 1.55 1.01 -0.71 0.07
H 25.2837 24.7832 17.4062 0.12 0.36 0.19 0.07
H 25.4214 23.0579 17.0417 -0.16 0.82 1.36 0.10
H 25.5878 23.6671 18.8213 -0.09 0.19 -0.93 0.09
H 23.3254 22.6954 18.5628 0.84 -0.29 0.36 0.13
H 21.8257 24.5349 18.7886 0.98 -0.15 0.14 0.13
H 23.0521 25.5713 18.1234 0.31 0.70 0.43 0.12
H 23.4906 24.2864 21.9754 0.03 0.17 -0.33 0.10
H 24.0797 23.0876 20.8171 0.06 -0.18 0.09 0.09
H 22.3808 23.4579 20.9053 -1.26 -0.73 0.06 0.07
H 22.4789 24.1665 16.2034 0.53 -0.61 0.80 0.07
H 21.9622 22.8352 17.0340 -0.89 -0.21 0.15 0.03
C 23.0769 10.7837 15.9917 -0.07 2.37 0.08 -0.05
C 23.8810 11.9683 15.3643 -0.02 -0.42 -0.03 -0.39
C 23.8702 13.2040 16.2673 0.50 0.90 0.29 -0.21
O 24.5582 12.8251 17.4692 -0.19 0.46 -0.16 -0.21
C 24.7672 13.8584 18.4290 0.70 -1.35 -0.15 -0.09
N 25.2750 11.5094 15.0289 -1.22 0.22 -0.31 0.04
H 22.1127 11.1672 16.3611 0.18 -0.02 -0.09 0.07
H 23.6278 10.4673 16.8558 0.24 -0.72 0.26 0.06
H 22.8541 10.0475 15.2583 0.23 -0.88 -0.41 0.06
H 23.3751 12.2835 14.4304 0.35 -0.27 0.27 0.13
H 22.8403 13.6147 16.4939 0.91 -0.58 -0.31 0.13
H 24.4636 14.0350 15.7484 -0.69 -0.82 0.62 0.13
H 25.6350 13.5089 19.0389 -0.55 0.64 -0.47 0.10
H 23.9254 13.9712 19.0777 -0.84 -0.11 0.58 0.06
H 24.9054 14.8232 17.9751 0.55 0.47 -0.39 0.08
H 25.9164 11.6062 15.7958 -0.16 -0.05 0.72 0.05
H 25.6602 12.1116 14.3229 0.02 0.21 -0.46 0.05
C 15.3072 19.7271 23.2441 -0.11 -0.30 0.32 -0.04
C 16.7741 20.0716 22.7195 -2.92 0.70 0.19 -0.39
C 17.6767 19.1961 23.4848 0.15 -1.50 0.60 -0.25
O 18.9799 19.2067 22.9731 1.10 0.27 0.80 -0.20
C 19.6426 20.4650 23.1772 -0.15 -0.87 -0.40 -0.08
N 16.8334 19.8189 21.2626 0.62 -0.54 0.79 0.08
H 14.4704 20.0609 22.6124 0.54 0.30 -0.09 0.06
H 15.0557 20.0717 24.2788 0.67 0.12 -0.77 0.08
H 15.1603 18.6292 23.3075 0.38 0.37 -0.26 0.08
H 16.9890 21.1119 22.9846 -0.09 0.21 -0.28 0.13
H 17.2847 18.1877 23.3477 0.34 -0.31 -0.16 0.12
H 17.6287 19.3379 24.5977 0.16 0.46 -0.81 0.15
H 19.2960 21.1136 22.3978 -0.21 0.95 -0.16 0.06
H 20.6969 20.3331 23.0087 0.45 -0.33 -0.12 0.08
H 19.5326 20.8754 24.1798 -0.41 -0.02 0.10 0.10
H 17.7980 19.8024 20.9438 0.14 -0.04 0.21 0.08
H 16.4021 20.5644 20.7593 -0.57 0.77 -0.25 0.04
C 22.0946 24.0652 13.1312 1.21 0.18 0.27 -0.07
C 20.9138 24.9898 13.1194 -2.49 -0.11 1.15 -0.43
C 20.6714 25.6908 14.4714 0.51 -1.53 0.42 -0.20
O 21.9043 26.2325 14.8872 0.54 0.15 -0.15 -0.19
C 21.7339 27.1544 15.9075 1.19 -1.20 1.40 -0.13
N 20.7164 25.9640 12.0666 -0.20 -0.35 -1.05 0.05
H 22.1525 23.4374 12.2434 -0.02 0.29 -0.33 0.08
H 21.9269 23.3511 13.9283 0.13 -0.10 0.45 0.04
H 23.0681 24.5639 13.3226 -0.53 -0.23 -0.24 0.09
H 20.0476 24.2557 13.1004 0.53 1.04 -0.49 0.12
H 20.3794 24.8964 15.2111 -0.11 0.67 -0.40 0.12
H 19.9127 26.4949 14.4826 0.07 -0.48 -0.50 0.12
H 21.3320 26.7005 16.8282 0.00 -0.19 -0.03 0.07
H 21.0537 27.8886 15.6325 -1.27 1.78 -0.63 0.06
H 22.7022 27.5800 16.1602 0.06 0.16 -0.11 0.10
H 20.8812 25.5128 11.1888 -0.50 -0.74 -0.74 0.06
H 21.3881 26.6967 11.9582 0.73 0.62 1.09 0.06
C 12.7132 15.2488 22.4401 -0.22 -2.45 -0.66 -0.03
C 11.8635 15.0095 21.2102 -1.44 -0.67 -0.06 -0.46
C 12.4843 15.6067 19.9878 1.48 0.35 0.01 -0.23
O 11.8006 15.2919 18.7915 -1.99 1.60 -0.85 -0.20
C 10.6368 16.2178 18.5026 2.45 0.17 -0.49 -0.01
N 11.6439 13.5738 20.9980 -0.29 -0.98 -0.55 0.04
H 13.5901 14.5640 22.4359 -0.28 0.83 -0.05 0.08
H 12.1598 15.0447 23.3352 -0.36 -0.15 0.45 0.08
H 12.9185 16.2574 22.3871 1.25 2.24 0.40 0.04
H 10.8931 15.5117 21.3964 0.09 -0.45 -0.08 0.13
H 13.4513 15.0515 19.9417 -0.21 0.68 -0.47 0.13
H 12.7032 16.7060 20.1332 -0.31 -0.97 -0.48 0.12
H 10.2352 16.0766 17.4959 0.25 -0.84 0.17 0.07
H 11.0143 17.2625 18.4330 -0.07 -0.49 0.60 0.08
H 9.8540 16.1105 19.2189 -0.47 -0.13 0.66 0.07
H 12.5298 13.1176 20.7653 0.15 0.30 0.54 0.07
H 11.1256 13.3236 20.1352 -0.02 0.93 0.78 0.08
C 13.6812 17.4873 14.4283 -0.23 -0.37 -0.44 -0.03
C 12.9439 16.1234 14.3785 -0.03 0.18 -0.88 -0.40
C 11.4287 16.2159 14.4863 0.58 0.53 -2.09 -0.18
O 10.9301 17.0266 13.4130 1.69 -0.83 -0.10 -0.19
C 9.5587 17.0344 13.3264 -0.60 0.09 -2.18 -0.14
N 13.3106 15.4016 13.1569 0.62 -0.64 0.99 0.06
H 13.4286 18.0140 13.4799 0.55 -0.26 0.39 0.08
H 14.8009 17.4077 14.5955 -1.69 -0.06 -0.31 0.06
H 13.2345 18.1088 15.2018 0.21 -0.11 0.20 0.04
H 13.1898 15.4845 15.1974 0.69 -0.29 0.71 0.10
H 11.1765 16.6499 15.4018 -0.73 0.78 1.79 0.09
H 10.9926 15.2266 14.3901 -0.07 -0.37 0.17 0.13
H 9.2478 17.5517 14.1810 -1.52 0.69 1.33 0.06
H 9.0517 16.0574 13.1878 0.49 0.10 0.46 0.10
H 9.2993 17.5997 12.3980 0.10 -0.15 0.80 0.10
H 12.9486 14.4359 13.2374 0.31 0.91 -0.64 0.09
H 12.9740 15.9169 12.3648 -0.43 -0.26 -0.46 0.06
C 17.6437 11.2424 19.0603 1.15 -0.27 0.17 -0.07
C 16.5567 12.2702 18.8358 0.07 0.36 0.54 -0.41
C 16.9413 13.5686 19.5779 -0.05 -0.96 -1.00 -0.21
O 17.2311 13.2920 20.9296 -0.34 0.35 0.72 -0.20
C 16.0894 13.6293 21.7213 1.06 1.29 -0.33 -0.09
N 16.4023 12.5264 17.3831 -0.16 -2.04 0.23 0.05
H 18.6848 11.5981 18.9220 -0.49 0.64 0.47 0.08
H 17.6770 10.5091 18.2727 -0.76 -0.82 -0.18 0.06
H 17.5682 10.7778 20.0574 0.08 0.09 -0.55 0.09
H 15.6500 11.8966 19.3785 0.20 0.12 -0.80 0.14
H 16.1441 14.2937 19.4980 -0.20 0.43 -0.12 0.11
H 17.8268 13.9478 19.0853 0.35 0.32 -0.07 0.11
H 16.2853 13.6119 22.7734 0.52 -0.55 0.59 0.09
H 15.2883 12.9992 21.4741 -1.31 -1.05 -0.19 0.06
H 15.8007 14.6620 21.5280 -0.08 0.19 -0.23 0.06
H 15.6243 13.1398 17.2164 -0.59 0.54 0.08 0.01
H 16.0820 11.6083 16.9678 0.62 1.26 0.54 0.10
C 23.1945 20.5977 13.6876 -0.16 -0.24 0.75 -0.03
C 21.7500 20.5283 14.1241 -1.94 0.10 -1.39 -0.45
C 21.0876 19.3127 13.4651 0.93 0.85 -0.35 -0.20
O 21.1324 19.5322 12.0882 1.43 0.13 -0.52 -0.21
C 20.3941 18.6027 11.3965 -1.65 -0.47 -1.06 -0.12
N 21.4852 20.3953 15.5190 2.48 0.47 2.87 0.05
H 23.2366 20.6032 12.6013 0.03 0.00 0.02 0.08
H 23.6421 19.6718 14.0703 0.40 0.24 -0.13 0.09
H 23.7077 21.4771 14.0799 0.03 -0.08 0.07 0.07
H 21.1587 21.3968 13.7492 0.58 -0.28 -0.19 0.12
H 20.0499 19.3166 13.6782 -1.25 -0.38 1.07 0.10
H 21.5844 18.3632 13.7258 -0.19 0.18 0.17 0.13
H 20.7092 18.6229 10.3459 0.01 -0.07 0.17 0.09
H 19.3177 18.9807 11.3989 0.87 -1.12 0.08 0.08
H 20.4932 17.5373 11.7651 -0.22 1.09 -0.13 0.10
H 22.1711 20.9785 16.0814 -1.26 -0.84 -0.97 0.09
H 20.5471 20.5867 15.8338 -0.27 0.33 -0.38 0.07
C 21.1905 28.1558 21.0705 -0.70 -0.93 1.15 -0.04
C 20.8237 27.0169 20.1102 -0.35 0.44 -0.70 -0.36
C 20.4869 25.6914 20.8034 -0.74 -0.46 -0.90 -0.20
O 19.2624 25.7224 21.5079 -0.50 1.00 -0.23 -0.23
C 19.0911 24.5557 22.2868 0.28 0.58 0.16 -0.08
N 19.6686 27.3083 19.2327 1.51 0.73 -1.86 0.06
H 20.3153 28.3028 21.7249 0.33 -0.31 0.18 0.08
H 21.3657 29.1596 20.7400 0.29 0.29 -1.19 0.06
H 22.0585 27.8690 21.6716 -0.16 -0.01 0.07 0.08
H 21.6132 26.7378 19.4186 0.52 0.32 0.24 0.10
H 21.2282 25.2922 21.4587 1.01 0.32 0.57 0.10
H 20.3602 24.9114 20.0280 0.12 0.33 -0.01 0.12
H 18.0357 24.5489 22.5953 0.54 -0.11 0.31 0.10
H 19.8433 24.6333 23.0968 -0.70 -0.47 0.07 0.11
H 19.2913 23.6874 21.6695 0.00 -0.45 -0.05 0.08
H 19.5865 28.2253 18.7486 0.61 -0.87 0.96 0.11
H 18.8599 27.1364 19.7210 -2.41 -0.10 1.37 0.03
C 8.8613 20.1238 21.0153 0.25 -1.10 0.71 -0.06
C 10.3644 20.0817 21.4840 -2.09 1.14 -1.00 -0.44
C 10.5166 20.9577 22.6945 0.39 0.75 0.02 -0.21
O 11.8764 20.8770 23.1183 -1.11 -0.11 -1.44 -0.21
C 12.0688 21.1206 24.4472 -0.63 0.70 2.35 -0.15
N 10.7041 18.7426 21.8755 0.56 -0.82 -0.01 0.07
H 8.1142 19.6353 21.6881 0.94 0.49 0.19 0.09
H 8.8022 19.4708 20.1607 -0.04 0.06 -0.82 0.05
H 8.4755 21.1066 20.7809 0.21 0.29 -0.20 0.07
H 10.9483 20.5974 20.6664 -0.12 -0.93 0.42 0.14
H 9.9065 20.5892 23.4971 -0.52 -0.38 0.45 0.11
H 10.1899 22.0103 22.5021 0.42 -0.54 -0.08 0.14
H 12.2495 22.2359 24.6351 0.03 -1.49 0.09 0.11
H 12.8603 20.4460 24.7084 1.09 0.40 0.54 0.05
H 11.2510 20.7512 25.1819 0.58 0.74 -1.46 0.12
H 10.6064 17.9567 21.2284 -0.38 0.84 -0.25 0.07
H 11.6730 18.7388 22.1347 0.46 -0.06 0.44 0.05
C 17.5774 18.1889 14.7654 -1.16 0.22 -1.46 -0.06
C 18.1841 18.4417 16.0959 1.14 -1.78 -0.27 -0.41
C 17.6138 19.4821 16.9795 -1.25 0.63 0.50 -0.19
O 17.8674 20.7897 16.5103 0.14 1.23 1.08 -0.21
C 17.5343 21.7931 17.5569 1.65 -2.52 -0.68 -0.02
N 18.0096 17.1709 16.7999 -2.13 0.11 -2.10 0.08
H 18.1962 17.4500 14.2286 -0.44 -0.11 0.30 0.08
H 17.6184 19.0482 14.1156 -0.05 0.69 -0.18 0.07
H 16.5157 17.8842 14.7953 0.60 -0.07 0.12 0.07
H 19.2177 18.5564 15.7562 0.53 0.69 1.06 0.12
H 17.8744 19.3791 18.0474 0.73 -0.06 -0.33 0.13
H 16.5319 19.2682 17.0312 -0.15 0.28 -0.26 0.13
H 17.7031 22.7574 17.1935 0.57 1.38 -0.82 0.05
H 18.1383 21.5952 18.4505 -0.04 0.07 -0.13 0.10
H 16.5291 21.6714 17.7697 -2.14 -0.16 0.70 0.05
H 18.1933 16.4080 16.1580 -0.29 -0.41 -0.21 0.03
H 18.6609 17.0224 17.4714 2.36 -0.09 2.90 0.02
C 20.5695 15.2742 19.1737 0.83 2.12 0.77 -0.01
C 20.4324 15.9568 20.5684 0.63 -0.54 -0.19 -0.41
C 20.7314 17.4334 20.5732 -1.32 1.67 -1.02 -0.19
O 22.0680 17.7460 20.1713 0.37 0.19 0.30 -0.27
C 23.1400 17.6101 21.1281 -0.96 -1.95 -0.15 -0.05
N 19.1153 15.6515 21.1272 -0.10 0.84 0.65 0.06
H 19.9222 15.8071 18.4592 0.14 -0.62 0.16 0.07
H 20.2979 14.2822 19.3961 -0.52 -1.46 -0.50 0.05
H 21.6127 15.2950 18.7882 -0.70 0.10 0.29 0.08
H 21.1732 15.5301 21.2385 0.55 -0.39 0.02 0.13
H 20.4778 17.9746 21.5035 0.17 -0.60 0.05 0.12
H 20.0716 17.9740 19.7974 0.80 -0.88 0.87 0.15
H 22.8862 18.0841 22.0658 0.03 0.59 0.18 0.08
H 24.0216 17.9991 20.6413 0.16 0.22 0.11 0.09
H 23.3119 16.5214 21.3971 -0.12 1.05 -0.52 0.10
H 19.1475 15.8028 22.1507 -0.16 -0.15 -0.81 0.11
H 18.8941 14.6733 20.9772 -0.18 -0.03 0.13 0.05
```
Forces are in eV/Å.

**HOMO level**: -8.6851 eV
**Frontier orbital gap**: 8.948 eV
**Total charge**: 0
**Maximum force**: 4.5 eV/A
**LUMO level**: 0.3 eV